{"formula": "C3H7NO", "method": "wB97M-V/def2-TZVPD", "relative_energy_kcal_mol": 13.1, "mol_weight_da": 73.09, "gap_ev": 10.533, "smiles": "CNC(C)=O", "homo_energy_ha": -0.3548, "total_charge": 0, "multiplicity": 1, "symbols": ["C", "N", "C", "C", "O", "H", "H", "H", "H", "H", "H", "H"], "positions_angstrom": [[1.20624, -1.29658, 0.26172], [-0.19467, -0.91361, 0.37459], [-0.41730, 0.45629, 0.43617], [-1.33554, 0.98357, -0.64191], [0.19119, 1.17800, 1.19923], [1.63194, -0.92119, -0.68169], [1.30200, -2.38327, 0.27873], [1.76676, -0.85997, 1.08695], [-0.78663, -1.38605, -0.29553], [-0.76452, 0.90232, -1.57632], [-1.56337, 2.03295, -0.46445], [-2.25088, 0.39648, -0.76394]]}

{"formula": "C4H8B2NO8", "method": "wB97M-V/def2-TZVPD", "relative_energy_kcal_mol": 44.4, "mol_weight_da": 219.73, "gap_ev": 7.489, "smiles": "O=C([O-])[C@H]([NH2+][C@H](B(O)O)C(=O)[O-])B(O)O", "homo_energy_ha": -0.1822, "total_charge": -1, "multiplicity": 1, "symbols": ["O", "C", "O", "C", "N", "C", "B", "O", "O", "C", "O", "O", "B", "O", "O", "H", "H", "H", "H", "H", "H", "H", "H"], "positions_angstrom": [[2.20407, 1.53986, -0.70283], [1.59441, 1.98997, 0.24217], [1.79108, 2.97512, 0.89543], [0.23116, 1.12622, 0.76814], [0.06112, 0.13025, -0.24570], [-0.14025, -1.23494, -0.04777], [1.06041, -2.16052, -0.51394], [1.18492, -3.50348, -0.17336], [1.82022, -1.54328, -1.43276], [-1.45643, -1.63029, -1.02472], [-1.77841, -0.70845, -1.75907], [-1.97540, -2.73360, -0.91953], [-1.11759, 1.90710, 1.15687], [-1.16805, 3.04185, 1.92384], [-2.18206, 1.26557, 0.61755], [0.78407, 0.81321, 1.61549], [0.78294, 0.28083, -0.95359], [-0.79499, 0.43569, -0.69041], [-0.55895, -1.44941, 0.98455], [1.77789, -4.10570, -0.80440], [2.75838, -1.73836, -1.56124], [-1.92453, 3.61009, 1.93071], [-2.95401, 1.69226, 0.69459]]}

{"formula": "C4H12O3", "method": "wB97M-V/def2-TZVPD", "s_squared": 0.760, "relative_energy_kcal_mol": 65.4, "mol_weight_da": 108.14, "gap_ev": [7.812, 4.961], "homo_energy_ha": [-0.5322, -0.5322], "total_charge": 1, "multiplicity": 2, "symbols": ["C", "C", "C", "C", "O", "H", "H", "H", "H", "H", "H", "H", "H", "H", "H", "O", "H", "H", "O"], "positions_angstrom": [[0.65152, 0.08494, -0.19403], [0.75888, 1.67319, -0.07297], [2.23963, 1.94878, -0.41054], [0.45310, 2.07442, 1.36470], [0.63141, -0.33408, -1.38305], [0.14798, -0.55062, 0.60472], [0.14970, 1.96200, -0.93855], [2.32521, 2.96189, -0.75119], [2.62218, 1.15159, -1.07055], [2.84382, 1.96859, 0.61454], [0.81390, 3.13392, 1.52295], [0.92117, 1.21022, 1.93507], [-0.58381, 2.16317, 1.69521], [-4.02175, -3.31627, -2.05797], [-3.66551, -4.05781, -0.81129], [-3.49483, -3.11753, -1.32597], [-1.37778, -3.20217, -0.13979], [-0.71676, -2.43989, 0.89015], [-0.69804, -3.31435, 0.52855]]}

{"formula": "C30H52B2F2N3O9P", "method": "wB97M-V/def2-TZVPD", "mol_weight_da": 689.35, "gap_ev": 5.851, "homo_energy_ha": -0.3145, "total_charge": 0, "multiplicity": 1, "symbols": ["C", "C", "C", "O", "O", "C", "C", "C", "C", "C", "C", "N", "C", "N", "C", "P", "C", "C", "C", "C", "C", "C", "C", "C", "C", "C", "C", "C", "C", "C", "B", "C", "O", "N", "C", "C", "O", "O", "H", "H", "H", "H", "H", "H", "H", "H", "H", "H", "H", "H", "H", "H", "H", "H", "H", "H", "H", "H", "H", "H", "H", "H", "H", "H", "H", "H", "H", "H", "H", "H", "H", "H", "H", "H", "H", "H", "H", "H", "H", "H", "H", "H", "H", "H", "H", "H", "H", "H", "H", "H", "B", "O", "C", "O", "C", "O", "O", "F", "F"], "positions_angstrom": [[-4.44348, 0.65092, 1.77885], [-4.56202, 1.75129, 2.77353], [-3.41222, 2.90284, 3.07734], [-3.53703, 3.54014, 4.27291], [-2.36445, 3.23829, 2.09254], [-1.40456, 4.22267, 2.62875], [-0.35979, 3.57257, 3.73886], [0.72192, 2.67438, 2.86237], [1.37008, 1.41331, 3.68531], [0.35770, 0.13075, 3.89066], [-0.27263, -0.35921, 2.45902], [-0.33187, -1.85745, 2.26040], [0.53147, -2.60491, 1.47307], [0.41833, -4.09804, 1.25935], [0.26495, -4.47321, -0.20155], [-1.47600, -5.26489, -0.57253], [-1.31687, -7.13973, -0.20613], [-2.84292, -4.43263, 0.47613], [0.67640, -3.29272, -1.26457], [-0.55599, -2.31861, -1.73278], [-1.28831, -2.85391, -3.10152], [-0.84801, -2.07465, -4.47489], [0.57592, -2.71617, -4.97362], [-0.88532, -0.43848, -4.39128], [0.55588, 0.30675, -4.62252], [0.86204, 0.67510, -6.22511], [1.42862, 2.03845, -6.55001], [2.25645, 2.98982, -5.50244], [1.22004, 2.66058, -8.08819], [1.96425, -2.49263, -0.60064], [2.72000, -1.46777, -1.68483], [2.46799, 0.17281, -1.47027], [3.58724, -2.02252, -2.75273], [1.64772, -1.84328, 0.72730], [2.86071, -1.67954, 1.61401], [3.39844, -3.05459, 2.32565], [2.89366, -3.63187, 3.42419], [4.60490, -3.72678, 1.73812], [-5.40997, 0.38035, 1.15686], [-3.48040, -0.01695, 1.60207], [-5.57346, 1.83510, 3.36859], [-0.74511, 4.59101, 1.71728], [-1.90248, 5.19040, 3.07998], [0.26945, 4.36902, 4.32278], [-0.93208, 2.80610, 4.42633], [0.18443, 2.39285, 1.86141], [1.61927, 3.39481, 2.56100], [1.64193, 1.83046, 4.77024], [2.38845, 1.12721, 3.17154], [0.82595, -0.77439, 4.46877], [-0.54634, 0.53598, 4.55656], [0.25147, 0.23001, 1.57501], [-1.40498, 0.01901, 2.44866], [-1.11115, -2.36797, 2.77558], [1.18395, -4.63818, 1.71847], [1.03348, -5.36731, -0.38975], [-0.16547, -7.43294, -0.16668], [-1.76919, -7.45483, 0.82763], [-1.76846, -7.76746, -1.10293], [-2.49834, -3.37937, 0.88971], [-3.18874, -5.17055, 1.34837], [-3.80881, -4.28990, -0.20832], [1.06117, -3.84184, -2.24937], [-0.27116, -1.16051, -1.76786], [-1.38009, -2.39225, -0.87202], [-2.46027, -2.71802, -2.92006], [-1.11377, -4.02474, -3.17465], [-1.65428, -2.38134, -5.30038], [0.92845, -2.27370, -6.02262], [1.43011, -2.71016, -4.16398], [0.35989, -3.86895, -5.19556], [-1.31636, -0.07358, -3.34307], [-1.62318, -0.02471, -5.20463], [0.46559, 1.37245, -4.09172], [1.47627, -0.21748, -4.12376], [0.69541, -0.07551, -7.10916], [3.36897, 2.66427, -5.30989], [2.29762, 4.09667, -5.94651], [1.73573, 3.11113, -4.44159], [0.43634, 3.52376, -7.98466], [0.90172, 1.78353, -8.79548], [2.26831, 3.12931, -8.40899], [2.77574, -3.33960, -0.37826], [2.76734, 0.52904, -0.37099], [3.10199, 0.83357, -2.20232], [1.34562, 0.47917, -1.60809], [3.92447, -1.20046, -3.24964], [2.52472, -0.95655, 2.50269], [3.78152, -1.16010, 1.11306], [4.61478, -4.69890, 1.99186], [-2.60318, 7.90770, 6.91240], [-1.39363, 7.42753, 7.58926], [-0.59547, 6.90359, 6.64915], [0.49836, 6.41228, 6.87608], [-1.22416, 7.01320, 5.36100], [-0.75959, 6.63154, 4.29902], [-2.41894, 7.60630, 5.48869], [-2.74922, 9.34203, 7.10578], [-3.77344, 7.21178, 7.42433]]}

{"formula": "C36H68N4O10S5", "method": "wB97M-V/def2-TZVPD", "relative_energy_kcal_mol": 0.0, "mol_weight_da": 877.29, "gap_ev": 10.010, "smiles": "O=S1(=O)CCCC1.O=S1(=O)CCCC1.O=S1(=O)CCCC1.O=S1(=O)CCCC1.O=S1(=O)CCCC1.CCCC#N.CCCC#N.CCCC#N.CCCC#N", "homo_energy_ha": -0.3666, "total_charge": 0, "multiplicity": 1, "symbols": ["O", "S", "O", "C", "C", "C", "C", "H", "H", "H", "H", "H", "H", "H", "H", "O", "S", "O", "C", "C", "C", "C", "H", "H", "H", "H", "H", "H", "H", "H", "O", "S", "O", "C", "C", "C", "C", "H", "H", "H", "H", "H", "H", "H", "H", "O", "S", "O", "C", "C", "C", "C", "H", "H", "H", "H", "H", "H", "H", "H", "O", "S", "O", "C", "C", "C", "C", "H", "H", "H", "H", "H", "H", "H", "H", "C", "C", "C", "C", "N", "H", "H", "H", "H", "H", "H", "H", "C", "C", "C", "C", "N", "H", "H", "H", "H", "H", "H", "H", "C", "C", "C", "C", "N", "H", "H", "H", "H", "H", "H", "H", "C", "C", "C", "C", "N", "H", "H", "H", "H", "H", "H", "H"], "positions_angstrom": [[-3.14414, -4.09921, 4.13610], [-3.05623, -2.75642, 3.68643], [-4.20978, -2.09309, 3.14627], [-2.41374, -1.71989, 5.06237], [-1.06333, -1.19614, 4.56011], [-1.11879, -1.09319, 3.06188], [-1.75240, -2.40851, 2.53749], [-2.40150, -2.25317, 6.02388], [-3.14848, -0.91167, 5.10755], [-0.64971, -0.29295, 4.99353], [-0.33613, -1.94305, 4.90888], [-0.07434, -1.08460, 2.72797], [-1.78139, -0.24430, 2.77928], [-1.10577, -3.24452, 2.36255], [-2.20643, -2.21305, 1.57045], [-5.76281, -0.58205, -2.76996], [-4.63178, -1.27219, -3.30857], [-4.62505, -2.68176, -3.62774], [-4.07262, -0.35140, -4.87177], [-2.58990, -0.03204, -4.52300], [-2.57032, 0.27584, -2.98465], [-3.21329, -0.87252, -2.29835], [-4.66832, 0.51722, -5.00001], [-4.14458, -1.08177, -5.63964], [-1.97636, -0.90616, -4.66860], [-2.21253, 0.79800, -5.06209], [-3.15628, 1.19350, -2.74822], [-1.53697, 0.30761, -2.58034], [-3.66576, -0.63279, -1.36755], [-2.45168, -1.67451, -2.23119], [0.63207, 2.44170, -2.77319], [1.07729, 1.50281, -3.80500], [0.37790, 0.22782, -3.89390], [0.98233, 2.17944, -5.47303], [2.31870, 2.86575, -5.70637], [3.38268, 1.89867, -5.15016], [2.86943, 1.36251, -3.77522], [0.05709, 2.73466, -5.65657], [0.93031, 1.28499, -6.05143], [2.56392, 3.20182, -6.74005], [2.26609, 3.75349, -5.10121], [4.29713, 2.44637, -5.05811], [3.52612, 1.01896, -5.78971], [3.22732, 1.93795, -2.89240], [3.12664, 0.30875, -3.62493], [2.67080, -2.31065, -3.87153], [1.86818, -3.51057, -3.96229], [2.46731, -4.68220, -3.39162], [0.29778, -3.26327, -3.15998], [-0.65379, -4.33172, -3.81637], [-0.12461, -4.75782, -5.18606], [1.08769, -3.89730, -5.55379], [0.06760, -2.17005, -3.25351], [0.57031, -3.46863, -2.10260], [-0.80905, -5.20412, -3.12065], [-1.68583, -4.00011, -3.87679], [-0.88771, -4.56032, -5.94272], [0.24024, -5.78397, -5.16557], [0.72773, -2.94906, -5.96793], [1.78363, -4.37787, -6.23487], [-1.54684, 2.00134, 4.50147], [-2.54257, 2.76307, 3.81142], [-2.82277, 4.08281, 4.24569], [-2.25647, 2.73857, 2.02119], [-3.49671, 2.18053, 1.38426], [-4.67417, 2.32440, 2.38018], [-4.02974, 1.84689, 3.70604], [-1.39958, 2.10288, 1.82022], [-1.95709, 3.73832, 1.73881], [-3.63349, 2.69486, 0.40513], [-3.31509, 1.16784, 1.14447], [-5.52778, 1.65168, 2.06826], [-5.11576, 3.31561, 2.49768], [-3.90859, 0.79362, 3.59838], [-4.63968, 2.08373, 4.60110], [3.03066, -4.70521, 1.84870], [3.25177, -5.28536, 3.22846], [2.35910, -4.77272, 4.27873], [2.43844, -3.30483, 4.58395], [2.50579, -2.20361, 4.81736], [2.00379, -4.86379, 1.53661], [3.62746, -5.16195, 1.03335], [3.16020, -3.63085, 1.78713], [4.25371, -5.01745, 3.51569], [3.13745, -6.37780, 3.32361], [2.68639, -5.26924, 5.20052], [1.35550, -5.06348, 3.96744], [4.10849, 1.71105, 4.11774], [3.00096, 1.80561, 5.24270], [1.66330, 1.31881, 4.71966], [1.29265, 2.10867, 3.56408], [1.30287, 2.80181, 2.63160], [4.94798, 2.31784, 4.48760], [3.82029, 2.18247, 3.21345], [4.47732, 0.69255, 4.04898], [2.96755, 2.82256, 5.68041], [3.31523, 1.07347, 6.01196], [0.82408, 1.26407, 5.46591], [1.84532, 0.28048, 4.42300], [-0.53075, 5.48865, -1.41800], [0.35020, 4.94173, -0.29293], [0.19158, 5.64330, 1.06902], [0.64011, 6.99339, 1.08625], [0.85048, 8.17038, 1.12968], [-0.47941, 6.56249, -1.44565], [-1.55049, 5.11700, -1.26051], [-0.19486, 5.11956, -2.36287], [1.40293, 4.89033, -0.51805], [0.01131, 3.86948, 0.01140], [0.70397, 5.04153, 1.77557], [-0.84106, 5.68275, 1.37238], [2.61865, -1.38133, -0.25828], [2.42793, -0.25813, 0.78224], [1.76277, 0.93464, 0.09820], [0.38965, 0.43271, -0.17123], [-0.66747, -0.02666, -0.22360], [1.55769, -1.78523, -0.30611], [3.32441, -2.23656, -0.01351], [2.91572, -1.04668, -1.25709], [3.39019, -0.00113, 1.21025], [1.85099, -0.60860, 1.60896], [2.20452, 1.08640, -0.87904], [1.64612, 1.81145, 0.72447]]}